(1)
{"formula": "C4H5NO", "method": "ωB97M-V with the def2-TZVPD basis set", "lumo_energy_ev": 0.5, "e_above_lowest_kj_mol": 565.43, "homo_energy_ev": -7.427, "total_charge": 0, "e_tot_ev": -7760.6662, "species": ["O", "C", "C", "C", "N", "C", "H", "H", "H", "H", "H"], "coordinates": [[-1.70174, 0.96996, 1.41082], [-0.77421, 0.57016, 0.76623], [-0.17112, 1.09122, -0.56537], [-0.25771, -1.11339, -0.59266], [0.89782, -0.17579, -0.36443], [0.10289, -0.62769, 0.79220], [-0.92850, 1.11618, -1.38433], [0.42147, 1.99276, -0.56118], [0.00623, -2.13411, -0.79792], [1.89749, -0.48706, -0.32443], [0.50737, -1.20225, 1.62107]], "forces_ev_per_angstrom": [[0.50, -0.03, -0.29], [-0.35, 0.21, 0.24], [1.45, 0.30, 0.42], [-0.67, -1.47, 0.04], [-1.41, 0.33, -0.88], [-0.55, -0.26, 0.21], [1.37, -0.70, 0.23], [0.03, 0.68, 0.53], [0.60, -0.54, 0.29], [-1.07, 1.26, -0.63], [0.09, 0.23, -0.15]], "lowdin_charge": [0.11, -0.39, 0.04, -0.11, -0.02, -0.22, 0.13, 0.10, 0.04, 0.19, 0.14]}



(2)
{"formula": "C4H5NO", "method": "ωB97M-V with the def2-TZVPD basis set", "lumo_energy_ev": [-0.6, -0.8], "e_above_lowest_kj_mol": 653.01, "homo_energy_ev": [-9.176, -8.351], "total_charge": 0, "e_tot_ev": -7759.7584, "species": ["C", "C", "C", "O", "C", "N", "H", "H", "H", "H", "H"], "coordinates": [[-1.39288, -0.42280, -0.18276], [0.03929, -0.08087, -0.45565], [1.24994, -0.69711, 0.08369], [0.80600, -0.98142, -1.24720], [0.41345, 1.27539, -0.17193], [0.75747, 1.82074, 0.87812], [-2.05081, 0.09279, -0.88786], [-1.51391, -1.50103, -0.29396], [-1.66568, -0.12020, 0.83112], [2.25146, -0.26145, -0.00987], [1.10568, 0.87596, 1.45631]], "forces_ev_per_angstrom": [[-0.09, -0.20, 0.08], [-0.05, -0.62, 0.98], [0.24, -1.49, -1.07], [0.17, 0.57, -0.25], [-0.27, 1.70, -0.43], [0.86, -2.41, 0.55], [0.14, -0.08, 0.05], [-0.03, 0.10, 0.04], [0.03, -0.02, -0.11], [-0.21, -0.10, 0.54], [-0.77, 2.54, -0.37]], "lowdin_charge": [0.01, -0.55, 0.01, 0.00, -0.10, 0.11, 0.09, 0.10, 0.10, 0.11, 0.13]}



(3)
{"formula": "C4H5NO", "method": "ωB97M-V with the def2-TZVPD basis set", "lumo_energy_ev": [0.1, -1.2], "e_above_lowest_kj_mol": 711.99, "homo_energy_ev": [-9.160, -7.803], "total_charge": 0, "e_tot_ev": -7759.1472, "species": ["C", "C", "C", "C", "N", "O", "H", "H", "H", "H", "H"], "coordinates": [[0.40523, 0.39333, 0.29551], [0.48127, -0.64417, -0.78178], [-1.02553, 0.29907, 0.63742], [-0.56252, -0.87215, -1.46863], [-1.82305, 0.64411, -0.30309], [-3.04824, 0.89670, 0.04296], [1.07497, 0.17305, 1.15607], [0.54179, 1.46689, 0.10081], [1.22786, -1.43422, -0.99005], [-1.27501, 0.58390, 1.68042], [-1.49112, -0.93383, -1.96936]], "forces_ev_per_angstrom": [[1.07, -0.75, 1.20], [1.83, -0.88, -0.72], [0.45, 2.88, 2.08], [-1.80, 0.20, -1.39], [-3.36, -0.55, 2.48], [1.72, -0.26, -1.94], [-0.54, -0.13, -0.56], [0.60, -0.45, -0.71], [0.58, 0.96, 0.61], [-0.41, -0.64, -0.62], [-0.14, -0.37, -0.43]], "lowdin_charge": [-0.18, -0.20, -0.19, 0.15, -0.09, -0.06, 0.12, 0.12, 0.12, 0.14, 0.07]}



(4)
{"formula": "C4H5NO", "method": "ωB97M-V with the def2-TZVPD basis set", "lumo_energy_ev": 1.0, "e_above_lowest_kj_mol": 119.17, "homo_energy_ev": -7.868, "total_charge": 0, "e_tot_ev": -7765.2913, "smiles": "Oc1cc[nH]c1", "species": ["O", "C", "C", "C", "N", "C", "H", "H", "H", "H", "H"], "coordinates": [[-1.19866, -1.45917, 1.07542], [-0.39869, -0.41647, 0.72056], [1.02132, -0.51775, 0.54450], [1.30193, 0.31342, -0.50773], [0.18498, 1.04261, -0.83346], [-0.85617, 0.62234, -0.02758], [-2.11410, -1.21736, 0.89127], [1.74744, -1.10062, 1.10332], [2.20954, 0.39791, -1.08517], [-0.03332, 1.33433, -1.77304], [-1.86428, 1.00076, -0.10809]], "forces_ev_per_angstrom": [[-0.19, -0.18, 1.66], [0.02, -0.29, -0.92], [-0.16, -0.10, -0.28], [0.14, 0.21, 0.01], [0.19, 0.25, -0.03], [-0.20, -0.21, -0.28], [0.14, -0.05, 0.08], [-0.39, -0.13, -0.32], [0.02, 0.23, 0.20], [0.33, 0.35, 0.16], [0.08, -0.08, -0.28]], "lowdin_charge": [0.04, -0.35, -0.02, -0.14, -0.01, -0.09, 0.10, 0.11, 0.11, 0.14, 0.11]}